DFT (ωB97M-V/def2-TZVPD) results for a cluster of 2 separate species, C10H16O in total at a distorted geometry.

Calculated values
Strongest force on any atom in Eh/bohr: 0.0329
LUMO level in hartree: 0.03101
Energy above the lowest of the compared OMol25 structures with the same formula, charge and spin in eV: 1.2148
SMILES: CCc1ccc(O)cc1.CC
HOMO-LUMO gap in eV: 9.341
E_HOMO in eV: -8.50

Last column: natural (NBO) charge in e.
Atoms and positions in Å:
C: -1.55010 -0.73704 1.42097  -0.418
C: -2.47401 -1.95233 1.55193  -0.601
C: -1.47868 -0.07035 0.08450  -0.053
C: -1.28695 1.28968 -0.08148  -0.177
C: -1.59032 -0.79603 -1.10902  -0.182
C: -1.04986 1.89907 -1.30543  -0.284
C: -1.46774 -0.20808 -2.35075  -0.261
C: -1.23511 1.16522 -2.46736  0.290
O: -1.09570 1.66249 -3.73025  -0.681
H: -1.87852 -0.01626 2.14295  0.209
H: -0.55035 -1.03624 1.75749  0.210
H: -3.46611 -1.60246 1.82513  0.207
H: -1.21384 1.90260 0.81486  0.205
H: -1.66225 -1.88048 -1.09804  0.206
H: -0.91381 2.97268 -1.41540  0.211
H: -1.68373 -0.78865 -3.24371  0.221
H: -1.44929 2.54828 -3.81982  0.482
H: -2.10786 -2.67997 2.27870  0.211
H: -2.60175 -2.50516 0.63070  0.204
C: 3.19890 0.58577 1.11261  -0.618
C: 4.47839 -0.28518 0.96467  -0.611
H: 3.48383 1.58267 1.43529  0.209
H: 2.69588 0.65392 0.14687  0.208
H: 2.52399 -0.01283 1.71704  0.207
H: 5.29701 -0.01075 1.62950  0.203
H: 4.81084 -0.34663 -0.07479  0.203
H: 4.26715 -1.33394 1.18285  0.198

DFT (ωB97M-V/def2-TZVPD) results for a cluster of 2 separate species, C6H16FN5O3S in total at a distorted geometry.

Calculated values
Strongest force on any atom in Eh/bohr: 0.1965
LUMO level in hartree: -0.01947
SMILES: COCN(CC(N)(N)N)S(=O)(=O)F.CC#N
HOMO-LUMO gap in eV: 8.944
E_HOMO in eV: -9.47

Last column: natural (NBO) charge in e.
Atoms and positions in Å:
C: -3.84143 -1.55258 -1.59585  -0.288
O: -2.60010 -2.33769 -1.49958  -0.550
C: -2.05703 -2.36136 -0.13167  0.078
N: -0.82668 -1.50379 0.08258  -0.669
C: -1.15387 -0.18978 0.75591  -0.288
C: 0.09048 0.51626 1.55485  0.417
N: 1.05911 -0.43919 2.21486  -0.865
N: 0.80455 1.58127 0.69712  -0.873
N: -0.55095 1.32208 2.70466  -0.862
S: 0.12898 -1.31113 -1.36599  2.262
O: -0.43154 -0.16172 -2.24633  -0.817
O: 0.34927 -2.65318 -2.16227  -0.799
F: 1.73604 -0.82443 -0.87820  -0.481
H: -3.54048 -0.42118 -1.67686  0.198
H: -4.63867 -1.78488 -0.76644  0.182
H: -4.35759 -1.84754 -2.63090  0.216
H: -2.96151 -2.08718 0.59225  0.206
H: -1.75027 -3.47042 0.17862  0.215
H: -1.99780 -0.39651 1.57406  0.220
H: -1.57594 0.60901 -0.01101  0.243
H: 1.30802 -1.25462 1.61367  0.377
H: 0.67811 -0.75807 3.13250  0.372
H: 0.83426 2.49709 1.23920  0.384
H: 1.80391 1.26940 0.62471  0.388
H: -1.04138 2.16465 2.33224  0.375
H: -1.17774 0.71208 3.27453  0.356
C: 4.45103 2.24584 -1.72956  -0.714
C: 3.97544 2.82296 -0.40625  0.296
N: 3.58087 3.30163 0.69156  -0.355
H: 5.47544 2.57072 -1.93127  0.254
H: 4.42504 1.15341 -1.69073  0.260
H: 3.80244 2.58884 -2.54042  0.260

DFT (ωB97M-V/def2-TZVPD) results for a structure of composition C2H8N2O at a distorted geometry.

Calculated values
Strongest force on any atom in Eh/bohr: 0.1145
LUMO level in hartree: -0.00766
Energy above the lowest of the compared OMol25 structures with the same formula, charge and spin in eV: 5.1369
HOMO-LUMO gap in eV: 9.058
E_HOMO in eV: -9.27

Last column: natural (NBO) charge in e.
Atoms and positions in Å:
C: 0.13564 1.40364 1.24178  -0.477
C: -0.48100 -1.85870 -0.22045  -0.467
N: 0.39067 0.13292 0.61639  -0.030
N: -0.60884 -0.49597 0.22654  -0.250
O: 0.64785 0.63948 -1.88892  -1.145
H: 1.31441 1.31227 -2.05424  0.506
H: -0.24366 0.24902 -1.09881  0.522
H: -0.50491 1.25591 2.11805  0.227
H: 1.10078 1.81215 1.53625  0.214
H: -0.32806 2.10261 0.54445  0.228
H: -0.17152 -2.50372 0.59979  0.219
H: -1.46688 -2.17980 -0.55810  0.212
H: 0.21553 -1.86981 -1.06273  0.241

DFT (ωB97M-V/def2-TZVPD) results for a structure of composition C40H26F3N2O3RuSSb.

Calculated values
Strongest force on any atom in Eh/bohr: 0.0096
LUMO level (spin up / spin down) in hartree: -0.23084 / -0.30466
Energy above the lowest of the compared OMol25 structures with the same formula, charge and spin in eV: 0.0000
HOMO-LUMO gap (spin up / spin down) in eV: 7.765 / 6.157
E_HOMO (spin up / spin down) in eV: -14.05 / -14.45
Expectation value of S²: 6.0365
Total charge: +2
Spin multiplicity: 5

Last column: Löwdin spin population.
Atoms and positions in Å:
Ru: -1.25780 0.36599 -0.87634  2.526
C: -1.39179 3.28981 2.30199  -0.005
C: -1.60264 2.47528 3.40913  0.051
C: -1.68037 1.09776 3.26240  -0.006
C: -1.53605 0.52288 2.00489  0.068
C: -1.34345 1.34602 0.88145  0.041
C: -1.28147 2.73643 1.03433  0.075
C: -1.50924 -0.92638 1.76739  0.014
C: -1.67946 -1.84931 2.81057  0.004
C: -1.60218 -3.18104 2.54073  0.008
C: -1.32335 -3.61801 1.23263  0.004
C: -1.19859 -4.99754 0.93690  0.002
C: -0.90397 -5.40698 -0.32825  0.002
C: -0.72141 -4.44299 -1.34046  0.003
C: -0.84047 -3.10268 -1.08794  0.002
C: -1.15628 -2.65438 0.21006  0.008
N: -1.27953 -1.29797 0.50059  0.031
H: -1.34206 4.36414 2.42137  -0.002
H: -1.71706 2.91541 4.38993  0.003
H: -1.84554 0.48753 4.13871  -0.001
H: -1.15707 3.37857 0.17439  0.001
H: -1.88098 -1.50279 3.81158  0.000
H: -1.74272 -3.91092 3.32791  0.000
H: -1.33997 -5.71435 1.73447  0.000
H: -0.81015 -6.45816 -0.55982  0.000
H: -0.48827 -4.76572 -2.34649  0.000
H: -0.71262 -2.40074 -1.89121  0.000
O: -2.19628 -0.67186 -5.20954  0.002
S: -2.29675 -0.19154 -3.88149  0.005
O: -1.39067 -0.83081 -2.85419  0.033
N: -2.01319 1.37375 -3.64026  0.002
C: -2.57823 1.57743 -2.46573  0.007
O: -2.03150 2.25789 -1.52069  0.077
C: -3.79121 0.74657 -2.15548  0.015
C: -4.73406 0.88787 -1.15702  0.022
C: -5.78604 -0.03254 -1.14357  -0.003
C: -5.85681 -1.05519 -2.08135  0.016
C: -4.86897 -1.22846 -3.06109  0.001
C: -3.86406 -0.29866 -3.07057  0.013
H: -4.67948 1.70141 -0.44480  0.000
H: -6.56853 0.05919 -0.40342  0.000
H: -6.69275 -1.74057 -2.05243  0.001
H: -4.90948 -2.04499 -3.76747  0.000
F: 5.07447 6.17972 0.21199  0.000
C: 4.32396 5.09727 0.37975  -0.001
C: 4.65689 3.94919 -0.32258  0.006
C: 3.87186 2.82261 -0.15170  0.019
C: 2.77946 2.86742 0.71986  0.083
C: 2.46731 4.03254 1.41531  0.005
C: 3.24664 5.16535 1.24505  0.000
Sb: 1.65684 1.13760 0.94470  0.436
C: 1.26856 0.56966 -1.04797  0.084
C: 1.17465 1.57744 -2.03484  0.040
C: 1.29286 1.26122 -3.37407  0.013
C: 1.55618 -0.05600 -3.71927  0.040
F: 1.67601 -0.36271 -4.99796  0.014
C: 1.68643 -1.07417 -2.78039  0.011
C: 1.53796 -0.75939 -1.44794  0.041
C: 2.82807 -0.36513 1.77269  0.099
C: 4.08764 -0.02421 2.26896  0.030
C: 4.89342 -1.00956 2.81567  0.003
C: 4.40486 -2.30280 2.87847  0.022
F: 5.17528 -3.24966 3.39928  0.008
C: 3.13967 -2.65537 2.43246  0.001
C: 2.34000 -1.67018 1.88619  0.020
H: 5.51151 3.95428 -0.98373  0.001
H: 4.12184 1.92210 -0.70158  0.002
H: 1.62367 4.06860 2.09435  0.002
H: 3.03633 6.08717 1.76797  0.000
H: 0.98343 2.60673 -1.75262  0.001
H: 1.18046 2.00723 -4.14784  0.000
H: 1.88741 -2.08336 -3.11248  0.000
H: 1.63701 -1.54589 -0.71066  0.001
H: 4.45579 0.99256 2.22206  0.002
H: 5.88214 -0.79156 3.19383  0.000
H: 2.80612 -3.67903 2.52620  0.000
H: 1.33777 -1.92904 1.55900  0.001

DFT (ωB97M-V/def2-TZVPD) results for a cluster of 2 separate species, C34H27N2O9S2 in total at a distorted geometry.

Calculated values
Strongest force on any atom in Eh/bohr: 0.0379
LUMO level in hartree: 0.05693
Energy above the lowest of the compared OMol25 structures with the same formula, charge and spin in eV: 0.1508
HOMO-LUMO gap in eV: 5.024
E_HOMO in eV: -3.48
Total charge: -1

Last column: Mulliken charge in e.
Atoms and positions in Å:
C: -6.41785 0.80585 0.92859  -0.713
O: -5.76788 0.58247 2.20146  -0.480
C: -4.45315 0.24694 2.24252  0.816
C: -3.89998 0.04689 3.53057  -0.809
C: -2.54355 -0.13639 3.66360  -0.632
C: -1.68415 -0.08185 2.53784  -0.343
C: -0.25126 -0.19322 2.70525  -0.066
C: 0.75971 0.61667 2.29898  -0.546
S: 2.43537 0.18122 2.76025  1.498
C: 2.68227 -1.46246 2.09797  0.124
C: 2.62728 -2.55784 2.95858  -0.292
C: 2.77321 -3.84360 2.43859  -0.598
C: 2.99682 -4.02648 1.06993  -0.606
C: 3.10041 -2.91604 0.22197  -0.236
C: 2.94457 -1.62746 0.73573  -0.474
O: 3.33607 1.04288 2.02515  -0.630
O: 2.50540 0.09724 4.20064  -0.731
S: 0.49577 2.05843 1.26973  1.354
C: 1.71555 3.29786 1.72512  -0.089
C: 2.54410 3.82290 0.73209  -0.220
C: 3.52320 4.75062 1.08531  -0.580
C: 3.65597 5.16182 2.41347  -0.422
C: 2.78376 4.66830 3.39033  -0.686
C: 1.80190 3.73755 3.04734  -0.239
O: 0.87396 1.64252 -0.07109  -0.276
O: -0.82062 2.59853 1.52266  -0.642
C: -2.25724 -0.00367 1.25791  -0.344
C: -3.62746 0.11573 1.09868  0.337
H: -7.46002 0.99326 1.19506  0.248
H: -5.99296 1.68262 0.41672  0.314
H: -6.34478 -0.08408 0.28438  0.293
H: -4.56588 0.08723 4.38863  0.404
H: -2.10460 -0.29666 4.64754  0.426
H: 0.05924 -0.91932 3.46048  0.548
H: 2.46542 -2.39567 4.02220  0.446
H: 2.71453 -4.69650 3.11377  0.369
H: 3.09343 -5.03314 0.66219  0.383
H: 3.30959 -3.04635 -0.84082  0.319
H: 3.02262 -0.74873 0.09552  0.528
H: 2.43599 3.47985 -0.29598  0.378
H: 4.18422 5.13686 0.30988  0.380
H: 4.43892 5.86689 2.69222  0.364
H: 2.86157 4.99597 4.42630  0.365
H: 1.11439 3.33301 3.79002  0.432
H: -1.60808 -0.08004 0.38439  0.500
H: -4.06504 0.15219 0.10089  -0.338
C: -0.58833 0.14972 -2.14219  -1.586
C: -1.64414 -0.71247 -2.51556  1.486
C: -2.99505 -0.38529 -2.14905  -0.887
C: -4.03031 -1.26478 -2.36935  -0.272
C: -3.77538 -2.49774 -3.01174  -0.324
N: -4.80589 -3.47393 -3.08300  0.936
O: -4.55072 -4.57583 -3.62069  -0.683
O: -5.92944 -3.20358 -2.59714  -0.684
C: -2.48677 -2.80445 -3.49406  -0.757
C: -1.45248 -1.92081 -3.27661  -0.565
C: 0.71598 0.06893 -2.73647  0.333
C: 1.48844 -1.12892 -2.63968  -0.307
C: 2.75163 -1.21156 -3.18985  -0.718
C: 3.25357 -0.12504 -3.93706  -0.381
N: 4.54032 -0.23111 -4.53557  0.943
O: 4.98483 0.74564 -5.18125  -0.650
O: 5.18193 -1.29939 -4.39822  -0.638
C: 2.50770 1.06411 -4.07953  -0.599
C: 1.27552 1.16422 -3.46857  -0.315
H: -0.85896 1.08676 -1.65997  0.538
H: -3.18800 0.58829 -1.69136  0.689
H: -5.05152 -1.05580 -2.05195  0.391
H: -2.34214 -3.74656 -4.01826  0.447
H: -0.47030 -2.16026 -3.67961  0.513
H: 1.07782 -1.97776 -2.08825  0.864
H: 3.37424 -2.10049 -3.08838  0.479
H: 2.93252 1.87112 -4.67655  0.471
H: 0.69417 2.08415 -3.56268  0.439